Record 1
Below is a structure of composition C26H25MoN3O2, with properties calculated with ωB97M-V/def2-TZVPD.

As for the charge: +2. The HOMO-LUMO gap (alpha / beta) is 0.23431 / 0.21023 Eh. Its expectation value of S² is 2.041. As for the HOMO energy (alpha / beta): -13.08 / -12.67 eV. As for the spin multiplicity: 3.

Geometry as XYZ:
```
57
Properties=species:S:1:pos:R:3:forces:R:3:mulliken_spin:R:1
Mo 0.305237 -0.064878 -0.449158 -0.05 -1.51 -1.26 2.141
C -1.328954 4.028366 0.148433 -0.15 -0.11 -0.02 0.009
C -2.642811 3.748094 0.509360 0.27 -0.08 -0.05 0.000
C -3.092354 2.444349 0.423466 0.24 -0.31 -0.11 0.006
C -2.225119 1.454897 -0.035936 -0.10 0.71 0.18 0.051
N -0.942619 1.732375 -0.385653 -0.71 0.68 0.20 -0.016
C -0.520921 2.996134 -0.291210 0.05 0.32 -0.04 0.004
C -2.603198 0.075717 -0.316093 -0.09 -0.59 0.01 0.031
C -3.868814 -0.490381 -0.301831 0.33 -0.01 -0.04 -0.026
C -4.040326 -1.758660 -0.855702 0.25 0.18 -0.03 0.056
C -3.000136 -2.342702 -1.567112 0.26 0.15 0.13 -0.026
C -1.755147 -1.717564 -1.568762 -0.55 0.24 0.38 0.057
N -1.536778 -0.631144 -0.775809 -2.97 -1.00 -0.67 -0.141
C -0.648096 -1.880805 -2.491883 0.36 -0.18 -0.62 0.050
C -0.604589 -2.775503 -3.564913 0.09 0.25 0.28 0.007
C 0.404771 -2.655939 -4.497539 0.00 0.21 0.22 -0.009
C 1.352508 -1.643561 -4.338511 -0.17 -0.04 0.10 0.006
C 1.270916 -0.815018 -3.240209 0.54 0.09 -0.35 -0.009
N 0.307858 -0.924018 -2.322844 -0.43 -0.69 -0.74 0.018
H -0.947388 5.035548 0.192872 0.07 0.08 -0.04 0.000
H -3.303489 4.535570 0.834159 -0.06 0.08 0.08 0.000
H -4.103652 2.192055 0.694281 -0.14 -0.03 0.02 0.001
H 0.496977 3.190783 -0.617065 -0.10 -0.03 0.07 -0.004
H -4.711106 0.044955 0.104263 -0.08 0.08 0.02 0.000
H -5.006512 -2.234653 -0.813293 -0.10 -0.06 -0.04 0.001
H -3.165557 -3.249154 -2.124597 0.00 -0.09 -0.13 0.000
H -1.356894 -3.541780 -3.659968 -0.12 -0.03 -0.03 0.000
H 0.444789 -3.319638 -5.343939 0.04 -0.12 -0.12 0.000
H 2.145100 -1.509632 -5.055622 0.09 0.06 -0.06 0.001
H 2.007453 -0.037217 -3.052868 -0.06 -0.13 -0.11 -0.006
C 1.296202 -4.217597 -0.379944 0.29 -0.50 -0.04 0.002
O 0.706244 -2.910935 -0.419078 -0.11 -0.16 0.13 -0.016
C 1.340281 -1.818558 -0.092669 0.02 0.37 0.43 -0.200
C 2.701318 -1.961837 0.499849 0.08 -0.13 -0.08 -0.024
H 1.746516 -4.432285 0.588364 -0.10 0.04 -0.01 0.000
H 2.051427 -4.306834 -1.164453 -0.06 0.04 0.07 0.000
H 0.486160 -4.913927 -0.582818 0.05 0.06 0.07 0.001
H 3.328014 -2.624720 -0.101453 0.08 0.02 0.00 0.001
H 2.623864 -2.418088 1.495059 -0.03 0.01 -0.06 -0.002
H 3.197275 -0.998459 0.603561 -0.06 -0.11 -0.03 -0.008
C 3.302293 2.632577 0.859789 -0.05 -0.27 -0.32 0.009
C 2.155959 1.697347 1.059918 -0.02 0.00 -0.41 0.044
O 1.773500 0.969582 0.088325 3.61 2.69 1.55 -0.018
C 1.407579 1.619089 2.293840 -0.41 -0.16 0.37 0.144
C 1.755662 2.322142 3.460071 -0.02 -0.19 -0.40 0.026
C 0.955849 2.244353 4.583090 -0.04 0.03 0.11 -0.014
C -0.208402 1.488071 4.571428 0.15 -0.01 -0.28 0.033
C -0.567393 0.780761 3.426235 -0.19 -0.14 -0.08 -0.012
C 0.239276 0.835802 2.313743 0.39 -0.18 -0.69 -0.022
H 3.612731 2.591847 -0.184449 0.04 0.02 0.12 -0.002
H 4.144488 2.347611 1.492357 0.02 -0.03 0.05 0.006
H 3.036808 3.657511 1.116755 -0.09 0.00 0.08 0.006
H 2.658319 2.909821 3.486862 0.12 0.14 -0.01 0.002
H 1.233436 2.782179 5.475960 0.05 0.04 0.07 0.000
H -0.830868 1.434437 5.450897 -0.06 0.02 0.07 0.001
H -1.475958 0.198349 3.415568 -0.04 -0.12 0.01 0.000
H -0.001727 0.205168 1.406870 -0.27 0.39 2.03 -0.160
```
Forces are in eV/Å.

=====

Record 2
Below is a structure of composition C26H25N4OS3SiW, with properties calculated with ωB97M-V/def2-TZVPD.

As for the charge: +1. The HOMO-LUMO gap (alpha / beta) is 0.23138 / 0.24092 Eh. Its expectation value of S² is 2.060. As for the HOMO energy (alpha / beta): -11.09 / -11.54 eV. As for the spin multiplicity: 3.

Geometry as XYZ:
```
61
Properties=species:S:1:pos:R:3:forces:R:3:mulliken_spin:R:1
W -1.102645 -0.085941 -0.865869 -0.41 -0.10 -0.50 1.269
S -3.091774 1.192368 -1.304689 0.28 -0.07 0.24 -0.007
C -3.179410 -0.258458 -0.303094 -0.38 0.00 -0.11 -0.132
S -2.754276 -1.756039 -1.138840 0.61 0.09 0.31 0.036
C -3.626218 -0.234944 1.047384 0.21 0.02 0.17 0.384
C -3.774278 -1.436605 1.791011 -0.02 0.12 -0.07 -0.038
N -3.915798 -2.415058 2.383252 0.02 0.02 -0.02 0.182
C -3.953560 0.994258 1.683633 0.02 -0.19 -0.10 -0.039
N -4.219567 1.988637 2.201331 0.00 0.00 -0.01 0.178
C 3.501831 -1.024202 1.299008 0.07 0.02 0.02 0.000
C 2.780478 0.285312 1.652642 0.23 0.13 -0.14 0.001
C 3.036498 0.644193 3.122804 -0.01 0.02 -0.02 -0.001
C 3.268776 1.422709 0.745578 0.09 0.01 0.01 -0.001
Si 0.976335 0.021014 1.362843 -0.21 -0.18 0.05 -0.017
O 0.672557 -0.335623 -0.281234 -0.57 -0.13 0.38 0.009
C 0.216554 -1.345782 2.353968 -0.08 -0.15 0.16 0.000
C 0.018831 -1.228847 3.739821 -0.07 0.01 -0.11 0.004
C -0.581582 -2.244933 4.464554 0.00 -0.05 -0.04 0.002
C -0.999829 -3.406153 3.822678 0.01 0.05 0.05 0.002
C -0.802749 -3.551309 2.460820 0.03 0.07 -0.02 0.011
C -0.193184 -2.533155 1.737301 0.01 -0.08 -0.08 0.013
C -0.121739 1.543524 1.427582 -0.08 0.12 0.06 0.018
C -0.631809 2.064404 2.630757 -0.02 -0.02 -0.09 0.000
C -1.375291 3.225439 2.642549 -0.01 0.07 -0.06 0.011
C -1.650001 3.905585 1.450120 -0.04 0.00 0.17 0.000
C -1.193226 3.407520 0.255805 0.02 -0.08 -0.10 0.022
C -0.441233 2.226887 0.241188 0.26 0.33 0.25 0.094
H 4.578885 -0.893773 1.438337 -0.01 -0.02 0.00 0.000
H 3.338318 -1.317874 0.258547 -0.01 0.03 0.01 0.000
H 3.181344 -1.850970 1.936632 0.00 0.02 0.01 0.000
H 4.108200 0.798663 3.276465 -0.01 0.01 -0.01 0.000
H 2.723989 -0.152930 3.798822 -0.01 -0.02 0.00 0.000
H 2.529384 1.568025 3.416361 0.00 -0.01 -0.02 0.000
H 4.339558 1.584211 0.899628 -0.02 0.00 -0.01 0.000
H 2.759603 2.365764 0.959901 0.00 -0.01 0.02 0.001
H 3.124356 1.191531 -0.313689 -0.01 -0.01 0.01 0.000
H 0.326731 -0.331556 4.264999 0.04 -0.04 0.01 0.000
H -0.729409 -2.133070 5.530863 0.00 0.00 -0.01 0.000
H -1.484350 -4.192725 4.386057 0.01 0.02 0.00 0.000
H -1.133240 -4.450023 1.957208 0.03 0.00 0.00 0.000
H -0.021568 -2.693093 0.676270 -0.01 0.07 0.05 -0.008
H -0.437984 1.553295 3.565686 -0.03 0.02 -0.04 0.001
H -1.759157 3.610796 3.577960 0.00 0.00 -0.02 0.000
H -2.238831 4.812828 1.469303 0.02 -0.01 0.02 0.000
H -1.419114 3.918213 -0.671082 0.02 -0.01 -0.01 0.002
H 0.044306 1.972525 -0.710377 0.14 0.05 0.03 -0.060
N -0.054997 -1.041828 -7.807207 0.09 0.11 -0.14 -0.002
C 0.793902 -0.425473 -6.971338 -0.19 -0.16 0.31 -0.008
S 2.219056 0.230468 -7.418953 0.03 0.08 -0.01 0.017
C 0.322459 -0.357879 -5.540327 0.09 0.06 -0.32 0.033
C -1.023851 -0.322507 -5.203302 -0.17 0.06 0.05 -0.002
C -1.402006 -0.229058 -3.881726 0.06 0.01 -0.07 0.031
N -0.502136 -0.174085 -2.878996 -0.14 -0.13 -0.45 -0.042
C 0.813609 -0.209514 -3.203416 0.03 0.05 0.03 0.040
C 1.243282 -0.288659 -4.504577 0.19 -0.04 0.09 -0.018
H 0.201431 -1.107922 -8.779750 -0.02 -0.02 0.02 0.000
H -0.876542 -1.529197 -7.498650 -0.01 -0.05 0.05 0.000
H -1.805925 -0.321997 -5.949407 0.02 -0.02 -0.03 0.000
H -2.441306 -0.184163 -3.595996 -0.01 -0.01 0.00 0.018
H 1.515746 -0.169376 -2.384181 -0.04 -0.02 0.01 0.000
H 2.302566 -0.293448 -4.722971 -0.03 0.00 0.00 0.000
```
Forces are in eV/Å.

=====

Record 3
Below is a structure of composition C26H26Cl2GeN2ReSSbSe4, with properties calculated with ωB97M-V/def2-TZVPD.

As for the charge: +2. The HOMO-LUMO gap (alpha / beta) is 0.19318 / 0.19314 Eh. As for the HOMO energy (alpha / beta): -12.54 / -12.54 eV. As for the spin multiplicity: 1.

Geometry as XYZ:
```
64
Properties=species:S:1:pos:R:3:forces:R:3:lowdin_charge:R:1
Re 9.155921 11.667978 13.881113 -0.24 -0.36 -2.39 0.693
C 8.814306 6.501656 17.958990 2.37 -1.23 2.37 0.013
C 9.456849 6.839531 16.703977 -0.11 -1.39 -1.41 -0.243
C 9.682747 5.928885 15.683224 0.14 2.46 -0.35 0.087
C 9.905414 6.471674 14.404901 -0.73 0.97 -0.60 -0.268
N 10.079397 7.781840 14.123672 0.42 0.93 2.47 0.117
C 10.081141 8.617846 15.202007 -0.99 -3.44 -0.87 -0.807
S 10.719419 10.181648 15.102464 0.03 1.23 -0.37 0.636
N 9.637598 8.141281 16.423797 1.70 1.73 -1.68 0.121
C 9.727642 5.629442 13.222286 -0.68 -0.15 -0.81 -0.012
H 8.650561 5.431688 18.195035 0.34 0.51 -0.71 0.121
H 7.884447 6.949125 17.915803 -2.04 1.20 0.52 0.079
H 9.468923 6.878095 18.801339 -1.06 -0.07 -0.63 0.135
H 9.465512 4.904528 15.756731 -0.07 -1.12 0.45 0.129
H 9.657571 8.928356 17.061675 -0.54 -0.59 0.93 0.150
H 8.689238 5.337627 13.126544 -0.58 -0.08 0.34 0.085
H 10.231738 4.715647 13.356416 0.87 -1.24 -0.10 0.087
H 9.923305 6.068354 12.249222 0.61 0.34 0.25 0.098
Cl 11.415225 12.275707 12.788428 0.46 -0.11 -0.58 0.650
C 11.855269 11.139216 11.447818 0.76 -0.71 -0.95 -0.859
Cl 10.588147 10.001836 11.060440 -0.56 -0.11 0.29 0.577
H 12.734544 10.540943 11.740986 -0.40 0.64 0.14 0.060
H 12.035002 11.683106 10.497093 0.00 0.22 1.06 0.039
C 7.845675 11.858680 12.612047 3.62 1.06 3.30 -0.343
Ge 8.668080 14.029026 11.953309 -2.20 0.04 0.08 1.070
C 9.522086 13.748366 10.295899 -0.21 -0.26 -1.32 -0.324
C 8.842163 13.163432 9.201503 -1.91 -0.68 1.81 -0.126
C 9.445438 12.725183 8.076950 1.48 0.92 -0.74 -0.055
C 10.774815 13.179505 7.854887 -1.63 -0.51 0.35 -0.030
C 11.464802 13.866694 8.847628 -0.61 -1.04 -0.35 -0.053
C 10.839017 14.075394 10.091081 1.07 0.09 -0.74 -0.148
C 6.797748 14.700155 11.881000 1.41 -1.91 1.82 -0.293
C 5.969513 14.704767 13.032917 -0.56 1.00 -0.32 -0.076
C 4.721996 15.340602 12.901626 0.95 -0.25 -1.02 -0.043
C 4.358597 15.912716 11.661527 2.05 -1.02 0.19 -0.041
C 5.197071 15.847661 10.547755 -0.37 -0.53 0.58 -0.036
C 6.398166 15.132160 10.660705 -1.33 1.99 -0.54 -0.128
C 9.569408 14.614360 13.496463 1.39 1.16 0.22 -0.390
C 9.657133 13.667025 14.504671 -0.67 0.41 1.18 -0.394
C 10.093765 14.131860 15.783728 0.12 0.42 -0.98 -0.068
C 10.551884 15.452382 15.907176 -0.15 -0.38 0.27 -0.040
C 10.596690 16.359949 14.845228 -0.68 -2.67 0.23 -0.046
C 10.117454 15.927395 13.643157 -0.46 -0.64 -1.33 -0.067
H 7.036266 11.541296 12.044837 -1.51 -0.33 -1.34 -0.089
H 7.773383 12.943671 9.303567 0.27 0.00 0.15 0.111
H 8.902820 12.134728 7.343337 0.16 0.29 0.01 0.123
H 11.098217 12.973739 6.859334 1.08 0.01 -0.29 0.109
H 12.505056 14.049500 8.650951 0.23 0.61 0.26 0.113
H 11.423441 14.497781 10.875401 0.37 0.36 0.54 0.088
H 6.284199 14.360970 14.035100 0.01 0.03 -0.82 0.114
H 4.046842 15.438395 13.728981 -0.13 -0.07 0.32 0.106
H 3.466756 16.426889 11.589549 -1.79 0.98 -0.11 0.087
H 4.930375 16.330282 9.607868 -0.01 -0.18 0.27 0.120
H 7.041499 15.188231 9.820915 0.69 -0.37 -0.66 0.086
H 8.339703 12.052771 15.164824 -0.81 0.81 0.55 -0.039
H 10.112245 13.492613 16.648237 -0.01 -0.20 0.16 0.098
H 10.900611 15.825777 16.858202 0.00 -0.29 0.26 0.116
H 11.020061 17.292413 14.968900 0.72 1.86 0.22 0.098
H 10.231027 16.584157 12.770736 -0.45 -0.26 0.28 0.123
Se 4.569005 7.596198 11.030772 0.04 -0.48 -0.42 0.027
Sb 6.999094 8.763679 12.465914 -0.04 1.00 -0.23 0.368
Se 7.300286 10.085450 14.745463 -0.05 -0.28 -0.24 0.190
Se 4.647882 9.775438 11.825738 0.49 0.65 0.26 0.002
Se 5.544776 6.827378 13.030425 -0.23 -0.93 0.74 -0.013
```
Forces are in eV/Å.

=====

Record 4
Below is a structure of composition C26H26Cl2IN6PrS2, with properties calculated with ωB97M-V/def2-TZVPD.

As for the charge: 0. The HOMO-LUMO gap (alpha / beta) is 0.16319 / 0.16377 Eh. Its expectation value of S² is 2.004. As for the HOMO energy (alpha / beta): -5.60 / -5.61 eV. As for the spin multiplicity: 3.

Geometry as XYZ:
```
64
Properties=species:S:1:pos:R:3:forces:R:3:mulliken_spin:R:1
Pr 8.861894 8.236654 11.074616 2.44 1.21 -0.82 2.042
C 6.974037 9.729710 16.360723 -0.87 -1.01 0.41 0.000
S 5.670554 9.331265 15.114317 -0.38 -0.42 1.16 0.000
C 6.439570 9.379270 13.580894 -0.57 -0.08 -2.33 0.005
S 7.977756 10.066364 13.382784 0.69 -0.53 -0.01 -0.005
N 5.635089 8.978861 12.555239 1.32 0.21 1.07 0.000
N 6.312269 8.858382 11.355556 -1.83 -0.30 -0.86 -0.002
C 5.519659 8.698186 10.305203 0.46 0.36 3.27 -0.003
C 6.118734 8.361778 9.052842 2.17 -0.60 -1.22 0.002
C 5.427196 7.878544 7.952504 -0.23 1.02 1.22 -0.001
C 6.103624 7.917886 6.741457 -2.42 -0.73 -1.25 0.001
C 7.385151 8.283285 6.599209 1.79 -0.49 2.16 0.000
C 8.143702 8.351044 7.796856 -1.32 0.63 0.09 0.002
N 7.522678 8.447798 8.996588 -0.93 -0.24 -1.53 0.003
H 6.417438 10.224154 17.174963 0.31 -0.17 -0.35 0.000
H 7.628256 10.414074 15.869953 0.67 0.43 -0.01 0.000
H 7.505097 8.827418 16.793666 -0.63 0.95 -0.81 0.000
H 4.434119 8.800478 10.499301 0.61 -0.25 -0.52 0.000
H 4.361117 7.647084 8.092050 0.58 0.08 -0.49 0.000
H 5.529799 7.646803 5.859328 0.05 0.07 -0.04 0.000
H 7.904688 8.295481 5.685156 0.33 0.10 -1.07 0.000
H 9.236692 8.360077 7.752682 -0.28 0.13 0.57 0.000
C 7.398245 6.018184 13.712268 0.18 0.24 -0.75 0.007
C 8.280562 5.503383 12.521797 0.90 -0.87 1.45 0.005
C 9.570475 4.963620 12.894466 -0.55 1.79 -0.27 -0.001
C 10.456089 4.514166 11.902345 -0.22 -0.11 -0.06 0.001
C 11.881187 4.086608 12.321998 -0.12 2.74 -1.08 0.000
C 9.975609 4.452477 10.544077 1.48 -0.36 1.68 -0.002
C 8.685891 4.811773 10.195684 1.65 0.02 0.58 0.000
C 8.248326 4.536582 8.813356 -0.96 0.16 -1.01 -0.001
C 7.900546 5.405949 11.181918 -1.28 0.26 0.20 0.000
H 6.384767 6.377303 13.389137 0.87 -0.58 0.36 0.001
H 7.880907 6.878025 14.221369 -0.12 -0.23 -0.43 -0.003
H 7.362847 5.242469 14.509538 -0.32 0.34 -0.77 0.000
H 9.896155 5.195041 13.954205 -0.23 -0.81 -1.31 0.000
H 12.645212 4.936154 12.159796 -1.32 -0.99 0.46 0.000
H 12.273224 3.309883 11.739263 0.26 -1.30 -1.06 0.000
H 11.904255 3.762078 13.330126 -0.02 -0.05 1.06 0.000
H 10.700651 4.104287 9.798472 -0.48 0.05 0.15 0.000
H 7.738618 3.553655 8.769017 -0.02 0.56 0.04 0.000
H 9.097310 4.447462 8.124147 -0.17 0.25 0.21 0.000
H 7.558291 5.336173 8.451294 0.37 -0.68 0.07 0.000
H 6.919365 5.754243 10.843834 -0.04 -0.05 0.39 -0.002
I 15.040905 8.962918 14.194098 -1.54 -0.12 -0.18 0.000
C 12.933884 8.674148 13.881582 0.21 -0.42 -1.14 -0.001
C 11.930176 8.594300 14.812253 -0.84 0.14 -2.29 0.001
N 10.748210 8.352797 14.102836 2.26 0.48 3.55 -0.002
N 10.969553 8.255458 12.833465 0.81 0.34 -2.87 0.001
C 12.288597 8.459362 12.612401 -0.01 0.24 0.99 0.001
H 11.979501 8.980104 15.773559 -0.32 -0.01 1.81 0.000
H 9.830687 8.490531 14.508629 -0.18 -0.05 -0.51 -0.001
H 12.767505 8.589646 11.628895 -0.77 -0.50 0.44 0.001
Cl 9.559741 11.360878 10.814609 -1.10 -0.33 0.60 -0.003
C 11.050575 11.010552 10.109401 3.42 -0.06 -1.96 -0.005
C 12.141055 11.882469 10.291019 -0.77 -0.61 -0.30 0.003
C 13.378068 11.674354 9.692307 0.51 -0.73 -0.67 -0.005
C 13.603151 10.578984 8.818339 -1.55 0.29 0.53 0.002
C 12.523114 9.730295 8.618139 -0.73 -0.50 0.63 -0.003
Cl 12.655033 8.232390 7.729590 0.60 -0.08 -0.46 -0.001
C 11.253240 9.747179 9.354511 1.46 2.60 1.69 -0.002
N 10.501332 8.735933 9.595833 -3.02 -1.98 1.22 -0.034
H 12.039916 12.743591 10.930152 -0.20 0.20 0.14 0.000
H 14.191455 12.351655 9.880953 0.10 0.23 0.10 0.000
H 14.552169 10.383587 8.326429 -0.16 0.12 0.12 0.000
```
Forces are in eV/Å.

=====

Energy relative to the best compared isomer or geometry (same formula, charge and spin): 1.869 1.047 2.119 2.113 (eV)
Electronic energy: -1388.15032 -2850.99185 -14434.97749 -3866.30400 (a.u.)